Record 1
45
Properties=species:S:1:pos:R:3:forces:R:3 method="wB97M-V/def2-TZVPD" homo_energy_ev=-8.33 gap_ev=6.08 e_above_lowest_kj_mol=61.17
Sb 2.135 2.132 -1.600 0.2 0.1 -0.2
Pd 0.543 0.872 1.629 -0.9 0.2 -0.3
Br 3.368 -2.430 1.105 0.0 0.0 -0.1
Se 0.892 3.077 0.493 0.0 -0.5 0.3
Se 2.315 2.341 2.144 0.4 0.4 -0.1
Se 4.180 1.169 -1.063 0.0 0.0 0.0
Se 1.432 3.064 -3.634 -0.1 -0.1 0.2
O -2.321 -2.049 1.447 0.0 0.1 0.0
O -3.279 0.651 1.926 0.0 0.0 -0.1
N 0.626 -0.753 2.854 0.2 -0.1 0.1
N 1.361 -1.161 -0.294 -0.1 -0.2 0.1
N -1.256 -0.035 1.067 -0.1 0.2 0.3
N -1.820 1.730 -1.096 0.0 0.0 0.0
C -3.570 2.741 0.188 0.0 0.0 0.0
C -0.277 -2.931 3.154 0.0 0.0 0.0
C -3.041 3.601 -1.965 0.0 0.0 0.0
C -2.571 1.792 0.004 0.0 0.0 0.0
C -3.802 3.669 -0.811 0.0 0.0 0.0
C 1.094 -1.063 -2.678 0.0 0.1 0.0
C -2.407 0.747 1.088 0.1 0.0 -0.1
C 0.706 -3.220 4.082 0.0 0.0 0.0
C 1.578 -1.027 3.751 -0.1 0.0 0.0
C 0.293 -0.603 -3.861 0.0 0.0 0.0
C 2.262 -1.813 -2.819 0.0 0.0 0.0
C 2.442 -1.873 -0.461 -0.1 0.2 -0.1
C -1.407 -1.277 1.638 0.0 -0.2 -0.3
C -0.289 -1.681 2.563 0.0 -0.1 0.1
C -2.070 2.616 -2.059 0.0 0.0 0.0
C 1.643 -2.246 4.393 0.0 0.0 0.0
C 2.956 -2.233 -1.703 0.0 0.0 -0.1
C 0.687 -0.764 -1.383 0.1 0.0 0.0
H -0.159 -1.457 -4.370 0.0 0.0 0.0
H 2.627 -2.064 -3.807 0.0 0.0 0.0
H 0.739 -4.188 4.564 0.0 0.0 0.0
H 2.427 -2.426 5.116 0.0 0.0 0.0
H -4.568 4.425 -0.694 0.0 0.0 0.0
H -0.217 -0.190 -1.196 -0.1 0.0 0.0
H -0.506 0.067 -3.547 0.0 0.0 0.0
H 3.863 -2.814 -1.778 0.0 0.0 0.0
H -1.053 -3.629 2.875 0.0 0.0 0.0
H -4.143 2.719 1.103 0.0 0.0 0.0
H 0.924 -0.074 -4.578 0.0 0.0 0.0
H -1.451 2.543 -2.944 0.0 0.0 -0.1
H 2.301 -0.248 3.943 0.0 0.0 0.0
H -3.188 4.294 -2.783 0.0 0.0 0.0

Record 2
41
Properties=species:S:1:pos:R:3:forces:R:3 method="wB97M-V/def2-TZVPD" homo_energy_ev="-15.21 / -15.13" total_charge=+2 spin_multiplicity=4 gap_ev="6.27 / 4.04"
I -0.516 -3.109 -2.291 0.6 0.6 0.3
Tc -0.155 -1.641 -0.081 -0.5 0.7 -2.3
F 0.477 1.503 0.705 0.2 -0.7 1.5
F 1.067 2.900 2.839 -0.4 -2.4 0.2
F -0.350 -2.343 3.358 1.2 2.1 -0.1
F 0.730 -1.007 5.517 -0.4 1.1 -2.4
F 1.242 1.687 5.298 -0.4 -1.1 -1.5
N -1.427 0.292 -0.772 0.9 0.2 0.6
N 1.094 -0.239 -1.331 -0.1 -0.2 0.4
C -2.543 0.754 -0.196 -0.5 -0.1 -0.7
C 2.631 1.391 -2.983 0.0 -0.2 -0.1
C 3.237 0.487 -2.111 0.1 0.0 0.3
C 1.244 1.458 -3.034 -0.1 -0.3 0.7
C 0.183 -0.551 1.890 0.0 0.2 -0.2
C 0.832 1.579 2.968 0.7 2.7 1.9
C 2.443 -0.328 -1.317 -0.2 -0.5 0.1
C 0.918 0.960 4.206 0.4 1.0 1.6
C -2.143 -2.188 0.011 -0.9 -0.7 1.1
C -0.900 0.944 -1.826 -1.3 0.4 -0.1
C -3.343 1.724 -0.824 0.3 -0.4 0.5
C 0.505 0.689 -2.126 0.6 -0.5 -0.1
C 0.617 -0.401 4.315 0.8 0.3 3.4
C 0.492 0.805 1.861 -0.5 -0.8 -2.7
C -1.620 1.952 -2.472 0.5 -0.3 0.2
C 0.179 -1.096 3.176 -1.5 -2.2 -1.9
C 1.305 -2.975 0.468 0.7 -1.2 0.7
C -2.853 2.339 -1.976 -0.6 -0.2 0.0
H -2.064 -3.287 0.197 0.2 0.6 -0.1
H -2.800 0.290 0.766 -0.2 0.2 -0.6
H 2.342 -2.584 0.364 -0.8 -0.1 0.3
H -3.446 3.100 -2.487 0.2 -0.3 0.2
H -4.332 1.936 -0.409 0.5 0.2 -0.1
H 0.721 2.138 -3.698 0.3 -0.1 0.1
H -1.170 2.404 -3.347 -0.4 0.2 0.1
H -2.854 -2.032 -0.801 0.5 -0.1 -0.1
H 1.110 -3.206 1.543 0.3 0.3 -0.5
H -2.592 -1.740 0.911 0.5 0.2 0.0
H 1.323 -3.968 -0.043 -0.3 0.9 0.1
H 2.858 -1.091 -0.642 -0.1 0.7 -0.6
H 4.322 0.413 -2.014 -0.4 0.0 -0.1
H 3.236 2.042 -3.612 -0.1 -0.2 0.1

Record 3
42
Properties=species:S:1:pos:R:3:forces:R:3 method="wB97M-V/def2-TZVPD" homo_energy_ev=3.98 total_charge=-3 gap_ev=1.92
P -5.004 3.477 1.464 -0.8 0.7 -0.5
F 3.437 3.047 -1.979 -0.3 -1.7 0.3
O 0.384 2.409 -0.802 0.0 -0.9 -0.4
O 3.903 1.988 -0.092 0.2 0.2 -0.4
O -5.636 4.672 2.206 0.1 0.2 0.3
O -3.472 3.488 1.649 0.4 -0.3 0.3
O -1.650 -0.115 2.875 0.1 -0.8 -0.8
O -5.331 3.574 -0.042 -0.1 -0.4 -0.3
O -5.572 2.157 2.035 0.2 -0.5 0.0
N 3.832 -2.261 -1.869 0.8 -0.3 0.5
C -2.395 1.415 -1.752 -1.7 -1.2 1.4
C 4.081 -1.784 -0.458 -1.7 0.4 0.1
C 0.705 0.150 0.086 -0.4 -0.3 0.2
C -1.356 -0.168 1.681 0.1 0.3 -1.0
C 2.686 -1.376 0.134 -0.7 1.0 0.2
C -3.718 -0.098 0.457 1.0 1.6 -2.1
C 2.706 -3.431 1.851 -1.0 0.4 -1.2
C -3.804 1.050 -1.823 1.3 -0.4 1.3
C 0.044 -0.620 1.200 0.6 -0.5 -0.3
C 3.363 1.915 -1.142 -0.6 -0.5 0.6
C 2.023 -0.213 -0.454 -1.4 -0.9 2.1
C 2.576 0.637 -1.620 0.3 1.0 -1.2
C 0.716 -1.785 1.782 1.7 1.6 -2.3
C 2.026 -2.146 1.236 -0.6 0.6 0.4
C -0.120 1.322 -0.479 -0.9 -1.0 0.5
C -1.631 1.009 -0.583 -0.4 -0.4 0.1
C -4.459 0.324 -0.738 1.9 0.0 0.6
C -2.297 0.240 0.522 0.3 0.4 -0.8
H 4.178 -3.218 -1.930 -0.5 0.2 -0.3
H 1.763 1.033 -2.292 0.6 -0.5 0.9
H -4.218 -0.655 1.275 0.5 0.6 -0.6
H 2.162 -3.732 2.786 0.7 0.4 -0.7
H 4.779 -0.904 -0.543 -0.6 -0.8 0.5
H 0.275 -2.422 2.587 0.3 0.9 -0.8
H 4.488 -2.596 0.200 0.0 0.8 -0.8
H -5.531 0.049 -0.814 0.9 0.4 0.1
H -4.368 1.336 -2.740 0.3 -0.2 1.0
H 2.830 -2.210 -2.060 0.4 -0.4 0.2
H 2.507 -4.265 1.108 0.6 0.5 0.7
H -1.963 1.963 -2.618 -0.1 -0.4 1.0
H 3.808 -3.304 2.003 -1.0 -0.3 0.1
H 3.253 0.047 -2.305 -0.4 0.6 0.9

Record 4
46
Properties=species:S:1:pos:R:3:forces:R:3 method="wB97M-V/def2-TZVPD" homo_energy_ev="-2.00 / -2.00" total_charge=-2 gap_ev="5.53 / 5.55"
I 3.472 -7.112 -1.714 0.0 0.0 -0.1
I 2.391 -3.981 -1.089 0.1 -0.1 0.0
Pd 1.374 -1.960 0.045 -0.4 0.4 0.2
S -0.002 -1.831 -2.898 0.1 -0.2 0.2
S -5.030 -3.359 4.291 0.2 0.1 -0.1
S 0.039 -1.757 2.033 0.0 0.0 0.5
S -2.205 -3.176 3.446 0.3 -0.5 0.3
S 1.576 0.552 -3.747 0.1 0.2 0.0
O 3.136 -0.201 0.879 -0.2 -0.2 0.0
O 4.743 1.093 2.263 0.2 0.2 0.0
N 2.909 0.281 -1.380 -0.2 -0.5 0.2
N -2.590 -1.092 2.064 -0.2 -0.3 0.2
N -3.812 -1.481 2.630 -0.2 0.5 -0.3
N 1.930 -0.699 -1.441 0.0 0.0 -0.4
C 0.485 -0.209 -4.976 -0.1 0.0 -0.1
C 5.098 1.754 1.150 0.0 -0.1 0.2
C -6.961 1.136 1.528 0.1 0.0 0.0
C -0.680 -0.841 -4.241 -0.1 0.1 -0.1
C 6.084 2.743 1.248 0.0 0.0 0.0
C 6.480 3.447 0.127 0.0 0.0 -0.1
C 4.926 2.203 -1.205 0.0 0.0 -0.1
C 5.904 3.182 -1.115 0.0 -0.1 0.1
C 4.505 1.479 -0.092 -0.1 -0.1 -0.1
C -4.904 -0.614 2.279 0.2 -0.2 0.1
C -7.229 0.011 2.286 0.0 -0.1 0.1
C -6.217 -0.866 2.666 -0.1 0.1 -0.1
C -3.817 -2.582 3.419 -0.2 0.1 0.0
C -1.638 -1.899 2.417 0.1 0.1 -0.6
C -4.626 0.521 1.510 0.0 0.0 0.0
C -5.648 1.380 1.145 0.0 0.0 0.0
C 3.429 0.420 -0.176 0.6 0.6 -0.1
C 1.265 -0.676 -2.533 0.0 -0.2 0.1
H -8.244 -0.207 2.599 0.0 0.0 0.0
H -7.757 1.812 1.238 0.0 0.0 0.0
H -1.347 -0.079 -3.836 0.0 0.0 0.0
H 6.520 2.934 2.223 0.0 0.0 0.0
H 4.035 0.448 1.952 0.0 -0.1 0.0
H -6.445 -1.738 3.256 0.0 0.0 0.0
H 4.458 1.970 -2.153 0.0 0.0 0.0
H 1.039 -0.967 -5.530 0.0 0.0 0.0
H 7.247 4.209 0.218 0.0 0.0 0.0
H 6.214 3.730 -1.997 0.0 0.0 0.0
H -1.250 -1.516 -4.881 0.0 0.0 0.0
H -5.405 2.252 0.550 0.0 0.0 0.0
H -3.609 0.714 1.208 0.0 0.0 0.0
H 0.158 0.571 -5.665 0.0 0.0 0.0